125
Properties=species:S:1:pos:R:3:forces:R:3 method="wB97M-V/def2-TZVPD" charge=-1 homo_energy_ev=-3.83 de_lowest_kj_mol=115.5 energy_ev=-118636.194 gap_ev=5.65
Y -2.3039 0.3681 1.0404 -0.71 -0.30 -0.07
C -3.4671 -0.9466 -3.3370 0.06 0.00 -0.03
C -2.7947 0.2764 -3.9363 -0.02 -0.05 0.04
C -1.2927 0.2989 -3.7609 -0.01 0.00 0.03
C -0.5291 1.2222 -4.4663 0.05 0.00 0.03
C 0.8408 1.2613 -4.2547 -0.02 0.00 0.01
C 1.4001 0.3660 -3.3610 0.02 0.04 0.00
C 0.5667 -0.5506 -2.7380 -0.02 -0.02 0.00
N -0.7525 -0.5860 -2.9228 0.01 0.00 -0.01
N -3.8544 -0.8555 -1.9255 0.03 -0.03 0.03
C -4.1775 -2.2098 -1.4902 0.07 0.01 -0.09
C -3.0144 -2.8946 -0.8199 -0.25 -0.08 0.09
C -2.6543 -4.1656 -1.2384 0.00 0.02 0.01
C -1.7163 -4.8865 -0.5192 0.02 -0.01 -0.02
C -1.1747 -4.3094 0.6099 -0.03 0.04 0.02
C -1.5577 -3.0191 0.9378 0.13 0.00 -0.11
N -2.4510 -2.3043 0.2465 0.43 0.22 0.00
C -4.9035 0.1373 -1.7144 -0.07 0.04 -0.13
C -5.6201 -0.0264 -0.3991 0.05 -0.18 0.03
C -6.9994 0.1183 -0.3332 0.00 0.00 -0.01
C -7.6515 -0.1596 0.8561 -0.02 0.01 -0.02
C -6.9096 -0.6116 1.9322 0.02 -0.02 0.01
C -5.5358 -0.6979 1.7940 0.02 0.02 0.02
N -4.8937 -0.3930 0.6621 -0.08 0.24 -0.06
H -2.7676 -1.7789 -3.4228 -0.04 -0.01 0.02
H -4.3648 -1.2046 -3.9274 0.02 0.06 -0.02
H -3.2251 1.1850 -3.5130 0.02 -0.02 -0.02
H -3.0121 0.3182 -5.0069 -0.03 -0.04 0.01
H -1.0101 1.9007 -5.1611 0.00 0.01 0.00
H 1.4612 1.9818 -4.7736 0.00 0.00 0.00
H 2.4536 0.3648 -3.1216 -0.03 -0.01 -0.02
H 0.9912 -1.2692 -2.0439 -0.01 -0.01 0.01
H -4.4967 -2.8261 -2.3421 -0.01 0.01 0.02
H -5.0087 -2.2225 -0.7896 0.03 0.04 0.05
H -3.1217 -4.5818 -2.1213 0.00 0.00 0.01
H -1.4168 -5.8774 -0.8357 0.00 0.00 0.01
H -0.4456 -4.8171 1.2188 0.05 -0.01 -0.01
H -1.1122 -2.5429 1.8032 0.02 0.01 0.00
H -5.6625 0.1061 -2.5152 0.01 -0.03 0.02
H -4.4410 1.1277 -1.7509 -0.02 0.00 -0.01
H -7.5471 0.4235 -1.2150 -0.01 0.01 0.00
H -8.7253 -0.0444 0.9323 0.00 -0.01 0.00
H -7.3709 -0.8658 2.8758 0.00 -0.01 0.00
H -4.9068 -1.0141 2.6170 -0.01 0.04 0.02
S -2.3516 -1.0207 3.3570 -0.11 0.06 0.07
C -2.9772 0.1660 4.4819 -0.01 -0.04 0.00
C -2.7989 -0.1680 5.8674 0.03 0.04 0.01
N -2.6319 -0.4582 6.9687 -0.03 -0.03 0.00
C -3.6406 1.3065 4.1559 -0.03 0.03 0.01
S -3.9549 1.9175 2.5549 0.12 0.00 -0.05
C -4.1889 2.1142 5.2127 -0.01 -0.04 0.03
N -4.6682 2.7602 6.0357 0.01 0.03 -0.01
C 2.3812 2.8234 0.1260 0.01 0.06 -0.05
Sb 0.8443 1.3450 0.0715 -0.11 -0.08 0.00
C -0.4196 1.8580 1.7213 0.18 0.06 0.14
C 0.4626 1.3807 2.8324 0.01 -0.21 -0.14
C 0.8763 0.0382 2.9383 0.00 0.03 0.02
C 1.6744 -0.3629 3.9883 -0.04 0.03 -0.02
C 2.0649 0.5752 4.9331 0.00 -0.02 0.00
C 1.6569 1.8829 4.7408 0.01 0.02 0.01
N 0.9049 2.2875 3.7211 -0.02 -0.01 0.02
Si -0.8732 3.6643 2.0672 -0.03 0.03 -0.02
C -2.2025 4.3457 0.8812 -0.02 0.03 -0.01
C -1.5373 3.9492 3.8079 0.09 -0.07 0.04
C 0.5094 4.9348 1.8193 0.00 0.01 0.02
C 3.8846 -1.3023 -1.0499 -0.09 0.05 -0.08
C 3.1545 -2.3453 -0.3796 0.10 -0.02 -0.12
C 3.2353 -3.7218 -0.7578 0.02 -0.05 0.01
C 2.7631 -4.7136 0.0628 -0.02 0.03 -0.01
C 2.1433 -4.3722 1.2683 0.01 0.01 0.01
C 1.9722 -3.0217 1.5078 0.00 -0.08 0.01
N 2.4100 -2.0406 0.7252 0.07 0.03 0.15
Si 4.9769 -0.3860 0.1015 0.00 0.02 0.03
C 5.9143 1.0463 -0.7089 0.00 0.00 -0.01
C 4.2532 0.2881 1.7062 0.01 0.03 0.02
C 6.3385 -1.5391 0.7547 -0.02 -0.02 0.01
Si 4.5117 -1.5867 -2.7442 0.04 -0.02 0.02
C 4.8858 0.0309 -3.6878 -0.01 0.01 0.03
C 6.1421 -2.5557 -2.8790 -0.02 -0.03 -0.01
C 3.2763 -2.5311 -3.8478 0.00 0.02 -0.05
H 1.9754 3.7339 -0.3086 0.04 0.01 0.00
H 3.2385 2.4697 -0.4441 -0.04 -0.03 0.02
H 2.6727 3.0011 1.1591 -0.02 0.04 -0.01
H 0.5797 -0.6832 2.1837 -0.01 0.00 0.06
H 1.9864 -1.3972 4.0674 0.02 0.03 0.03
H 2.6758 0.3075 5.7839 0.01 0.00 -0.01
H 1.9589 2.6575 5.4396 -0.01 0.00 0.00
H -2.8288 3.6123 0.3747 -0.02 -0.01 0.06
H -1.7394 4.9927 0.1310 0.00 -0.02 -0.02
H -2.8824 4.9639 1.4724 0.02 0.02 -0.01
H -1.6562 3.0256 4.3721 0.01 -0.01 -0.01
H -2.5019 4.4604 3.7860 0.01 0.00 0.01
H -0.8175 4.5606 4.3563 -0.02 0.02 0.01
H 0.6891 5.1592 0.7656 0.01 -0.02 0.00
H 1.4473 4.6348 2.2843 -0.02 0.01 0.03
H 0.1798 5.8632 2.2981 0.01 0.01 -0.02
H 3.7789 -3.9954 -1.6524 0.00 0.01 0.00
H 2.9067 -5.7532 -0.2131 0.00 0.00 0.02
H 1.8129 -5.1140 1.9838 -0.03 -0.01 -0.02
H 1.4387 -2.7085 2.4063 -0.01 -0.01 -0.04
H 5.2559 1.8265 -1.0977 0.02 -0.01 0.01
H 6.5499 0.7133 -1.5323 0.00 -0.01 0.00
H 6.5630 1.5014 0.0456 0.00 0.01 -0.01
H 3.4006 0.9592 1.5987 0.03 -0.06 -0.01
H 5.0382 0.8361 2.2393 -0.01 0.00 0.02
H 3.9224 -0.5395 2.3349 0.04 0.03 -0.02
H 6.9866 -1.9048 -0.0451 0.00 0.01 -0.01
H 5.8750 -2.4135 1.2230 0.00 0.00 0.01
H 6.9646 -1.0491 1.5068 0.00 0.00 0.00
H 5.9570 0.1541 -3.8632 0.01 -0.02 0.01
H 4.5469 0.9163 -3.1480 0.00 0.01 -0.01
H 4.3937 0.0212 -4.6648 0.01 0.00 -0.01
H 6.9550 -2.0167 -2.3854 -0.01 0.01 0.00
H 6.4279 -2.7057 -3.9253 0.00 -0.01 0.00
H 6.0663 -3.5366 -2.4017 0.01 0.00 -0.01
H 2.7433 -1.8399 -4.5051 0.01 0.00 0.00
H 2.5250 -3.0929 -3.2913 0.01 0.01 0.03
H 3.8145 -3.2382 -4.4868 -0.02 -0.01 0.00
C -2.0938 3.4514 -2.4193 -0.06 0.01 -0.03
C -1.4737 2.4637 -1.4724 0.17 0.01 -0.07
O -0.2308 2.6179 -1.2552 -0.08 0.05 -0.16
O -2.1759 1.5761 -0.9339 0.02 -0.01 0.19
H -1.3643 3.7664 -3.1605 0.00 0.00 0.00
H -2.3973 4.3180 -1.8329 0.01 0.02 0.00
H -2.9810 3.0408 -2.8968 0.05 0.02 0.05